1.
Density functional theory data (ωB97M-V with the def2-TZVPD basis set) for a 2-piece molecular cluster, C3H6N2O overall.

Each line ends with the Mulliken charge.
Positions of all 12 atoms, in Å:
O  -0.70  2.06  -1.68  -0.55
C  -0.23  1.22  -0.95  0.30
N  0.05  1.40  0.46  -0.42
C  0.59  0.32  0.87  -0.21
C  0.76  -0.74  -0.19  -0.16
N  0.13  -0.06  -1.29  -0.08
H  0.90  0.18  1.90  0.40
H  1.82  -0.96  -0.36  0.27
H  0.26  -1.67  0.10  0.25
H  0.15  -0.37  -2.25  0.19
H  -1.92  -1.05  1.78  0.11
H  -1.80  -0.33  1.62  -0.09

HOMO-LUMO gap = 0.3967 Ha
LUMO = 0.02446 hartree
SMILES = O=C1N=CCN1.[H][H]
E_HOMO = -10.1 eV
DFT total energy = -8235.1069 eV
charge = 0

2.
Density functional theory data (ωB97M-V with the def2-TZVPD basis set) for C4H9N as an isolated structure in a non-equilibrium geometry.

Each line ends with the Mulliken charge.
Positions of all 14 atoms, in Å:
C  1.84  0.45  -0.33  -0.98
C  0.75  0.07  0.65  -0.43
C  -0.47  -0.16  0.10  0.31
C  -1.78  0.04  0.85  -1.10
N  -0.81  -0.76  -1.18  -0.60
H  2.12  1.49  -0.17  0.27
H  1.59  0.35  -1.39  0.32
H  2.76  -0.14  -0.26  0.29
H  1.04  -0.60  1.46  0.25
H  -2.07  -0.95  1.16  0.27
H  -1.69  0.68  1.71  0.37
H  -2.51  0.44  0.17  0.33
H  -0.77  0.32  -1.21  0.41
H  0.01  -1.23  -1.56  0.30

HOMO-LUMO gap = 0.3145 Ha
LUMO = 0.03164 hartree
E_HOMO = -7.7 eV
DFT total energy = -5780.3453 eV
charge = 0

3.
Density functional theory data (ωB97M-V with the def2-TZVPD basis set) for a 7-piece molecular cluster, C24H48O10 overall in a non-equilibrium geometry.

Each line ends with the Mulliken charge.
Positions of all 82 atoms, in Å:
C  6.45  1.35  -0.93  -0.90
C  5.70  1.81  -2.07  -0.54
O  5.10  0.70  -2.80  -0.14
C  4.54  0.93  -3.97  0.66
C  3.86  -0.41  -4.33  -0.79
O  4.36  1.90  -4.67  -0.58
H  7.03  2.01  -0.38  0.54
H  7.19  0.66  -1.41  0.23
H  5.67  0.62  -0.19  -0.02
H  4.68  2.39  -1.81  0.23
H  6.20  2.35  -2.68  0.63
H  3.00  -0.32  -5.10  0.25
H  3.13  -0.73  -3.44  0.08
H  4.72  -0.88  -4.62  0.33
C  -6.67  -5.12  2.33  -1.08
C  -6.69  -3.71  1.64  -0.18
O  -5.39  -3.26  1.26  -0.28
C  -5.25  -2.22  0.44  0.57
C  -3.80  -1.94  -0.11  -0.45
O  -6.15  -1.44  0.08  -0.62
H  -6.27  -5.88  1.59  0.29
H  -7.71  -5.46  2.77  0.30
H  -5.90  -5.22  3.13  0.30
H  -7.27  -3.78  0.72  0.32
H  -6.83  -3.01  2.41  0.31
H  -3.92  -1.81  -1.18  0.29
H  -3.08  -2.79  0.11  0.16
H  -3.55  -1.01  0.27  0.08
C  2.32  -0.05  -0.34  -2.42
C  0.84  0.23  -0.34  0.50
O  0.55  1.36  0.39  -0.32
C  -0.78  1.49  0.83  0.56
C  -1.00  2.72  1.60  -1.02
O  -1.72  0.78  0.50  -0.53
H  2.73  0.76  -0.66  0.94
H  2.83  -0.92  -0.70  0.35
H  2.77  -0.19  0.56  0.69
H  0.58  0.31  -1.49  0.15
H  0.17  -0.86  -0.02  -0.03
H  -1.80  2.55  2.23  0.50
H  -1.26  3.51  1.07  0.20
H  -0.09  3.06  2.20  0.31
C  -2.67  2.29  -2.63  -0.95
C  -3.56  3.43  -2.39  0.94
C  -4.65  3.19  -1.43  -0.99
O  -3.27  4.65  -2.81  -0.64
H  -3.05  1.69  -3.63  0.34
H  -2.82  1.26  -1.97  0.00
H  -1.73  2.57  -2.92  0.46
H  -5.17  4.09  -1.02  0.28
H  -4.41  2.59  -0.48  0.23
H  -5.40  2.62  -2.09  0.33
C  -1.94  5.94  2.99  -1.75
C  -3.04  5.54  1.90  1.00
C  -3.00  6.14  0.53  -1.02
O  -3.94  4.64  2.16  -0.59
H  -2.14  6.88  3.06  0.65
H  -1.00  5.90  2.70  0.48
H  -2.04  5.35  3.81  0.37
H  -1.91  5.84  0.30  0.25
H  -3.10  7.12  0.59  0.54
H  -3.76  5.79  -0.05  0.10
C  0.99  -3.83  0.26  -1.45
C  1.00  -3.57  1.79  0.95
C  1.31  -4.68  2.80  -1.48
O  0.88  -2.25  2.16  -0.54
H  0.33  -3.33  -0.37  0.42
H  0.66  -4.78  0.17  0.56
H  1.82  -3.78  -0.11  0.37
H  0.49  -5.23  3.02  0.45
H  1.67  -4.35  3.68  0.47
H  2.25  -5.31  2.59  0.29
C  4.88  -3.12  1.62  -0.81
C  5.63  -2.30  0.62  0.89
C  5.28  -2.43  -0.80  -0.69
O  6.70  -1.60  0.98  -0.63
H  4.63  -4.15  1.19  0.30
H  3.83  -2.80  1.74  0.00
H  5.36  -3.11  2.58  0.38
H  4.26  -2.62  -1.00  0.19
H  5.89  -3.18  -1.22  0.47
H  5.48  -1.57  -1.18  -0.08

HOMO-LUMO gap = 0.3530 Ha
LUMO = 0.00386 hartree
SMILES = CCOC(C)=O.CCOC(C)=O.CCOC(C)=O.CC(C)=O.CC(C)=O.CC(C)=O.CC(C)=O
E_HOMO = -9.5 eV
DFT total energy = -46129.5167 eV
charge = 0

Among the records above, which one has the lowest HOMO-LUMO gap?
C4H9N

Look up the DFT total energy of the first one.
-8235.1069 eV

Please write out number 2 again, unchanged.
Density functional theory data (ωB97M-V with the def2-TZVPD basis set) for C4H9N as an isolated structure in a non-equilibrium geometry.

Each line ends with the Mulliken charge.
Positions of all 14 atoms, in Å:
C  1.84  0.45  -0.33  -0.98
C  0.75  0.07  0.65  -0.43
C  -0.47  -0.16  0.10  0.31
C  -1.78  0.04  0.85  -1.10
N  -0.81  -0.76  -1.18  -0.60
H  2.12  1.49  -0.17  0.27
H  1.59  0.35  -1.39  0.32
H  2.76  -0.14  -0.26  0.29
H  1.04  -0.60  1.46  0.25
H  -2.07  -0.95  1.16  0.27
H  -1.69  0.68  1.71  0.37
H  -2.51  0.44  0.17  0.33
H  -0.77  0.32  -1.21  0.41
H  0.01  -1.23  -1.56  0.30

HOMO-LUMO gap = 0.3145 Ha
LUMO = 0.03164 hartree
E_HOMO = -7.7 eV
DFT total energy = -5780.3453 eV
charge = 0

The highest LUMO belongs to which entry?
C4H9N